DFT (wB97M-V/def2-TZVPD) results for AlH6O3 as an isolated structure.

Last column: Löwdin charge in e.
CARTESIAN COORDINATES (ANGSTROEM)
1 H 2.73556 -0.96607 -1.64047  0.072
2 H 2.44409 -0.49540 -3.04951  0.082
3 O 2.01703 -0.71865 -2.22247  -0.054
4 Al -0.75383 -0.72930 -1.10961  1.563
5 H -0.97539 2.54637 0.42391  0.097
6 H -2.36036 1.97247 0.63458  0.095
7 H -1.15683 -0.76550 2.53705  0.084
8 H 0.10348 -1.54758 2.23398  0.081
9 O -0.58212 -1.02562 1.81714  -0.037
10 O -1.47160 1.72927 0.37538  0.017

Atoms 1-6, force components in eV/Å:
0.31 -0.18 0.46
-0.11 0.24 -0.72
-1.27 -0.09 0.77
0.81 0.81 1.13
0.59 0.63 -0.28
-0.88 0.06 -0.07

Output
- HOMO (alpha / beta): -20.5 / -20.4 eV
- Molar mass: 81.0 g/mol
- Charge: +2
- ⟨S²⟩: 0.759
- 2S+1: 2
- E_tot: -470.95126 a.u.